No. 1
This record from the Open Molecules 2025 dataset describes a molecular structure, C4H8N2O3. The level of theory is wB97M-V/def2-TZVPD.

Properties
Total energy ... -13395.9710 eV
Relative energy (zero: lowest compared OMol25 entry of this formula, charge and spin) ... 551.6 kJ/mol
HOMO energy ... -0.2886 hartree
Kohn-Sham gap ... 8.319 eV

Last column: Löwdin charge in e.
Geometry (Å):
C (-0.640, -1.274, -0.715)  -0.051
C (-1.971, 0.979, 0.278)  -0.027
C (1.184, -0.393, -0.449)  -0.416
C (-0.854, 0.111, 0.800)  -0.531
N (2.333, -0.161, -1.102)  0.243
O (0.733, -1.649, -0.517)  0.013
O (1.562, 1.065, 1.323)  -0.004
N (0.640, 0.572, 0.328)  -0.004
O (-0.888, -0.393, 1.908)  0.000
H (1.194, 0.737, 2.162)  0.100
H (2.771, 0.739, -1.005)  0.126
H (2.850, -0.939, -1.478)  0.129
H (-0.837, -1.001, -1.749)  0.086
H (-1.309, -2.018, -0.295)  0.096
H (-2.926, 0.542, 0.567)  0.087
H (-1.891, 1.963, 0.745)  0.083
H (-1.951, 1.121, -0.799)  0.071



No. 2
This record from the Open Molecules 2025 dataset describes a gas-phase ion, CCl2FO3S (charge -1). The level of theory is wB97M-V/def2-TZVPD.

Properties
Total energy ... -45778.9082 eV
Net charge ... -1
Relative energy (zero: lowest compared OMol25 entry of this formula, charge and spin) ... 30.2 kJ/mol
HOMO energy ... -0.1941 hartree
Kohn-Sham gap ... 8.681 eV

Last column: Löwdin charge in e.
Geometry (Å):
C (-0.990, 0.017, -0.005)  -1.315
O (2.419, 1.223, 0.067)  -0.508
O (1.637, -1.143, 0.432)  -0.514
O (-0.003, 0.565, -0.782)  -0.383
F (-0.890, 0.103, 1.384)  -0.105
S (1.823, -0.029, -0.488)  0.750
Cl (-2.648, 0.909, -0.295)  0.435
Cl (-1.348, -1.645, -0.313)  0.639



No. 3
This record from the Open Molecules 2025 dataset describes 4 unconnected molecules or ions with the total composition C4H8N2O3. The level of theory is wB97M-V/def2-TZVPD.

Properties
Total energy ... -13395.4894 eV
Relative energy (zero: lowest compared OMol25 entry of this formula, charge and spin) ... 598.1 kJ/mol
HOMO energy (spin up / spin down) ... -0.2437 / -0.2907 hartree
Kohn-Sham gap (spin up / spin down) ... 7.023 / 8.429 eV

Last column: Löwdin charge in e.
Geometry (Å):
C (2.192, -0.422, -0.442)  -0.050
C (5.113, 0.192, -1.240)  -0.475
C (-0.771, -1.425, 1.179)  -0.129
C (0.220, -2.238, 0.572)  -0.314
N (0.677, -3.174, -0.013)  0.106
N (-4.985, 3.795, -0.032)  -0.015
O (5.270, 0.184, -2.377)  0.214
O (2.711, -0.346, -1.486)  0.031
O (5.063, 0.337, -0.100)  0.191
H (2.602, -0.169, 0.506)  0.049
H (-1.852, -1.684, 0.989)  0.081
H (-0.442, -1.580, 2.333)  0.133
H (-0.627, -0.265, 1.060)  0.100
H (0.230, -4.093, -0.002)  0.063
H (-5.734, 3.012, 0.003)  0.046
H (-5.408, 4.591, -0.364)  -0.052
H (-4.260, 3.287, -0.585)  0.021



No. 4
This record from the Open Molecules 2025 dataset describes a molecular structure, C24H37BaN4O3SeSi. The level of theory is wB97M-V/def2-TZVPD.

Properties
Total energy ... -111515.0880 eV
Net charge ... -1
Relative energy (zero: lowest compared OMol25 entry of this formula, charge and spin) ... 175.3 kJ/mol
HOMO energy ... -0.1460 hartree
Kohn-Sham gap ... 6.208 eV

Last column: Löwdin charge in e.
Geometry (Å):
Ba (-0.183, 0.652, -0.507)  2.017
O (0.797, -0.821, -1.907)  -0.430
C (0.587, -1.630, -2.870)  -0.397
C (1.654, -2.350, -3.459)  -0.029
C (1.457, -3.189, -4.528)  -0.106
C (0.189, -3.373, -5.082)  -0.127
C (-0.875, -2.704, -4.519)  -0.077
C (-0.726, -1.849, -3.420)  -0.137
C (-1.952, -1.241, -2.924)  -0.118
N (-2.098, -0.497, -1.904)  -0.132
C (-3.417, 0.003, -1.564)  -0.231
C (-3.402, 1.508, -1.232)  -0.221
N (-2.951, 1.765, 0.140)  0.000
C (-2.442, 2.893, 0.457)  -0.148
C (-2.054, 4.031, -0.420)  -0.156
C (-2.604, 5.288, -0.212)  -0.066
C (-2.208, 6.380, -0.967)  -0.132
C (-1.216, 6.205, -1.923)  -0.119
C (-0.630, 4.975, -2.129)  -0.029
C (-1.023, 3.843, -1.385)  -0.432
O (-0.483, 2.687, -1.537)  -0.439
H (2.638, -2.214, -3.029)  0.107
H (2.306, -3.721, -4.945)  0.096
H (0.045, -4.029, -5.930)  0.085
H (-1.872, -2.844, -4.925)  0.100
H (-2.844, -1.504, -3.515)  0.117
H (-3.783, -0.536, -0.684)  0.112
H (-4.115, -0.188, -2.394)  0.108
H (-4.434, 1.875, -1.284)  0.123
H (-2.815, 2.038, -1.988)  0.109
H (-2.220, 3.013, 1.515)  0.105
H (-3.364, 5.408, 0.553)  0.106
H (-2.662, 7.350, -0.811)  0.084
H (-0.888, 7.052, -2.515)  0.093
H (0.147, 4.843, -2.873)  0.104
N (2.352, 1.764, -0.626)  -0.106
C (2.745, 2.116, 0.738)  -0.279
C (2.696, 0.875, 1.630)  -0.282
N (1.334, 0.385, 1.800)  -0.134
H (3.012, 1.114, -1.037)  0.079
H (2.281, 2.572, -1.232)  0.071
H (2.041, 2.861, 1.121)  0.113
H (3.755, 2.552, 0.789)  0.105
H (3.181, 1.095, 2.591)  0.114
H (3.287, 0.091, 1.150)  0.098
H (0.855, 0.911, 2.532)  0.052
H (1.355, -0.582, 2.146)  -0.068
C (-2.222, -0.697, 2.715)  -0.025
C (-2.084, 0.613, 3.408)  -0.482
C (-2.985, 0.868, 4.591)  -0.017
O (-1.267, 1.440, 3.053)  0.021
H (-3.086, -1.261, 3.062)  0.084
H (-1.322, -1.296, 2.874)  -0.005
H (-2.309, -0.513, 1.650)  0.052
H (-2.731, 0.165, 5.387)  0.091
H (-4.023, 0.680, 4.319)  0.081
H (-2.860, 1.887, 4.946)  0.078
C (4.244, -2.757, 2.255)  -0.243
Si (2.664, -3.810, 2.179)  -0.053
C (3.101, -5.467, 2.990)  -0.256
C (2.366, -4.168, 0.344)  -0.242
Se (0.941, -2.827, 3.151)  0.121
H (5.139, -3.351, 2.074)  0.011
H (4.336, -2.283, 3.231)  0.013
H (4.211, -1.969, 1.505)  -0.006
H (4.034, -5.872, 2.595)  0.011
H (2.309, -6.193, 2.812)  0.013
H (3.203, -5.347, 4.068)  0.011
H (3.157, -4.788, -0.082)  0.016
H (2.315, -3.239, -0.226)  0.006
H (1.416, -4.683, 0.209)  0.017



No. 5
This record from the Open Molecules 2025 dataset describes 3 unconnected molecules or ions with the total composition C35H48F3N3O4. The level of theory is wB97M-V/def2-TZVPD.

Properties
<S²> ... 2.008
Total energy ... -57883.0516 eV
Multiplicity ... 3
HOMO energy (spin up / spin down) ... -0.3127 / -0.3265 hartree
Kohn-Sham gap (spin up / spin down) ... 8.145 / 8.520 eV

Last column: Löwdin charge in e.
Geometry (Å):
C (1.563, 0.836, -0.263)  -0.027
C (0.359, -0.058, 0.012)  -0.265
C (-0.670, 0.485, 0.751)  -0.059
C (-1.783, -0.284, 1.003)  -0.070
C (-1.826, -1.561, 0.495)  -0.056
C (-0.811, -2.105, -0.249)  -0.195
C (-1.003, -3.508, -0.788)  -0.089
N (-0.007, -4.498, -0.320)  0.033
C (-0.382, -5.764, -0.905)  -0.334
O (-1.032, -6.633, -0.389)  0.160
C (0.296, -5.758, -2.280)  -0.078
C (0.010, -6.437, -3.425)  0.010
C (0.836, -6.210, -4.507)  -0.042
C (1.908, -5.367, -4.402)  -0.003
C (2.214, -4.697, -3.238)  -0.046
C (3.423, -3.795, -3.148)  -0.569
F (3.274, -2.779, -2.308)  0.168
F (3.785, -3.310, -4.347)  0.144
F (4.471, -4.537, -2.717)  0.144
C (1.376, -4.883, -2.164)  -0.005
C (1.357, -4.306, -0.738)  -0.317
O (2.231, -3.849, -0.052)  0.165
C (0.312, -1.332, -0.494)  0.005
H (1.670, 1.576, 0.530)  0.058
H (2.471, 0.267, -0.465)  0.080
H (1.322, 1.392, -1.181)  0.083
H (-0.608, 1.507, 1.111)  0.116
H (-2.620, 0.108, 1.569)  0.111
H (-2.707, -2.167, 0.693)  0.115
H (-1.974, -3.861, -0.428)  0.128
H (-1.090, -3.447, -1.888)  0.142
H (-0.842, -7.106, -3.463)  0.131
H (0.636, -6.710, -5.447)  0.118
H (2.538, -5.209, -5.271)  0.131
H (1.139, -1.726, -1.075)  0.109
C (3.683, 3.046, 5.603)  -0.037
C (3.427, 2.098, 4.406)  -0.485
C (3.033, 0.714, 4.931)  -0.134
C (4.205, -0.058, 5.532)  -0.175
C (5.370, -0.130, 4.548)  -0.133
C (5.792, 1.240, 4.008)  -0.496
N (4.628, 2.036, 3.517)  -0.075
O (4.261, 1.552, 2.367)  -0.018
C (6.546, 2.022, 5.100)  -0.040
C (6.831, 1.038, 2.904)  -0.046
C (2.237, 2.720, 3.675)  -0.043
H (2.758, 3.527, 5.923)  0.080
H (4.067, 2.533, 6.484)  0.065
H (4.377, 3.845, 5.338)  0.088
H (2.603, 0.119, 4.118)  0.127
H (2.245, 0.822, 5.679)  0.126
H (4.530, 0.399, 6.471)  0.101
H (3.882, -1.070, 5.787)  0.114
H (6.225, -0.610, 5.030)  0.124
H (5.084, -0.780, 3.715)  0.126
H (6.772, 3.037, 4.768)  0.092
H (7.495, 1.535, 5.328)  0.086
H (6.012, 2.085, 6.045)  0.059
H (6.469, 0.396, 2.103)  0.080
H (7.722, 0.562, 3.314)  0.086
H (7.132, 1.993, 2.469)  0.091
H (2.485, 3.719, 3.309)  0.095
H (1.390, 2.812, 4.355)  0.087
H (1.900, 2.119, 2.832)  0.058
C (-3.987, 3.664, -3.506)  -0.037
C (-3.970, 2.283, -2.807)  -0.485
C (-4.215, 1.187, -3.847)  -0.135
C (-5.662, 1.132, -4.335)  -0.176
C (-6.628, 1.030, -3.156)  -0.134
C (-6.411, 2.116, -2.099)  -0.496
N (-4.977, 2.238, -1.703)  -0.075
O (-4.684, 1.241, -0.920)  -0.019
C (-6.932, 3.468, -2.624)  -0.040
C (-7.298, 1.816, -0.889)  -0.046
C (-2.551, 2.152, -2.256)  -0.045
H (-2.997, 3.921, -3.882)  0.081
H (-4.648, 3.701, -4.371)  0.065
H (-4.276, 4.457, -2.815)  0.088
H (-3.951, 0.211, -3.426)  0.125
H (-3.548, 1.341, -4.699)  0.126
H (-5.900, 2.009, -4.944)  0.101
H (-5.793, 0.268, -4.989)  0.112
H (-7.656, 1.079, -3.523)  0.124
H (-6.515, 0.043, -2.696)  0.124
H (-6.700, 4.274, -1.927)  0.092
H (-8.017, 3.437, -2.738)  0.086
H (-6.541, 3.741, -3.601)  0.059
H (-7.116, 0.826, -0.475)  0.079
H (-8.348, 1.851, -1.179)  0.086
H (-7.144, 2.552, -0.098)  0.091
H (-2.344, 2.938, -1.526)  0.095
H (-1.822, 2.245, -3.062)  0.087
H (-2.366, 1.188, -1.782)  0.069



No. 6
This record from the Open Molecules 2025 dataset describes a molecular structure, C8H6CeNO5. The level of theory is wB97M-V/def2-TZVPD.

Properties
Total energy ... -33008.2660 eV
Net charge ... +3
Relative energy (zero: lowest compared OMol25 entry of this formula, charge and spin) ... 5.8 kJ/mol
HOMO energy (spin up / spin down) ... -0.7578 / -0.7578 hartree
Kohn-Sham gap (spin up / spin down) ... 5.471 / 5.492 eV

Last column: Löwdin charge in e.
Geometry (Å):
O (0.093, -5.062, 2.507)  0.038
C (0.252, -4.799, 1.409)  -0.003
Ce (-0.195, 0.128, 0.553)  1.601
C (0.319, 0.881, -3.084)  -0.023
O (0.076, 1.962, -3.531)  0.350
C (0.808, -0.235, -2.694)  -0.188
O (1.020, -1.423, -2.812)  0.275
C (-1.939, 0.004, -1.067)  -0.013
O (-2.809, 0.005, -1.838)  0.281
C (2.055, 0.187, -0.580)  -0.053
O (3.161, 0.302, -0.908)  0.256
H (-1.019, -0.468, 1.968)  -0.013
C (-1.420, 3.556, 4.905)  -0.034
C (-0.223, 3.628, 3.939)  -0.140
C (-0.283, 2.593, 2.938)  -0.005
N (-0.227, 1.808, 2.075)  0.015
H (-2.353, 3.727, 4.355)  0.101
H (-1.313, 4.313, 5.683)  0.111
H (-1.466, 2.565, 5.371)  0.100
H (-0.202, 4.593, 3.384)  0.174
H (0.744, 3.496, 4.464)  0.172



no.,largest force on an atom (eV/Å)
1,2.2
2,4.2
3,5.9
4,2.7
5,2.6
6,8.9